{
  "formula": "C7H13N2O",
  "method": "wB97M-V/def2-TZVPD",
  "multiplicity": 1,
  "homo_ev": -13.74,
  "charge": 1,
  "smiles": "CC1=[N+](C)C(=O)N(C)CC1",
  "symbols": ["C", "C", "N", "C", "C", "O", "N", "C", "C", "C", "H", "H", "H", "H", "H", "H", "H", "H", "H", "H", "H", "H", "H"],
  "xyz": [[-0.713, -2.427, 1.026], [-0.422, -1.129, 0.339], [0.772, -0.699, 0.177], [1.933, -1.458, 0.454], [1.065, 0.705, -0.518], [2.191, 0.853, -0.921], [-0.014, 1.497, -0.712], [0.259, 2.857, -1.176], [-1.268, 1.246, -0.013], [-1.573, -0.256, -0.031], [-1.871, -2.540, 1.325], [-0.129, -2.386, 1.947], [-0.510, -3.164, 0.169], [1.895, -2.024, 1.416], [2.835, -0.784, 0.744], [2.040, -2.229, -0.292], [-0.250, 2.855, -2.206], [-0.340, 3.659, -0.500], [1.251, 2.951, -1.245], [-1.891, 1.922, -0.492], [-1.093, 1.644, 0.911], [-1.815, -0.660, -0.951], [-2.353, -0.432, 0.549]],
  "lowdin_charge": [0.02, -0.21, 0.04, -0.02, -0.33, 0.14, -0.10, 0.02, -0.07, -0.03, 0.15, 0.10, 0.15, 0.11, 0.16, 0.12, 0.14, 0.16, 0.04, 0.11, 0.11, 0.14, 0.08]
}

{
  "formula": "C8H5NOS",
  "method": "wB97M-V/def2-TZVPD",
  "multiplicity": 1,
  "homo_ev": -9.01,
  "smiles": "O=Cc1cc2cnccc2s1",
  "symbols": ["O", "C", "C", "C", "C", "C", "N", "C", "C", "C", "S", "H", "H", "H", "H", "H"],
  "xyz": [[2.648, -0.012, 2.738], [1.560, -0.390, 2.646], [0.736, -0.213, 1.393], [-0.550, -0.589, 1.271], [-1.052, -0.258, -0.072], [-2.366, -0.485, -0.725], [-2.596, -0.136, -1.981], [-1.604, 0.379, -2.650], [-0.294, 0.588, -2.255], [0.005, 0.223, -0.844], [1.450, 0.413, 0.016], [1.038, -0.823, 3.577], [-1.127, -1.033, 1.974], [-3.231, -0.880, -0.003], [-1.860, 0.569, -3.570], [0.351, 1.082, -2.862]],
  "lowdin_charge": [0.08, -0.31, -0.53, -0.04, -0.19, -0.06, 0.05, -0.18, 0.01, -0.47, 1.15, 0.15, 0.09, 0.15, 0.05, 0.07]
}

It is found that the HOMO-LUMO gap values, taken in the order of the records, are 9.6352; 8.8596 eV.
It is found that the total energy values, taken in the order of the records, are -458.977612; -835.984633 a.u..